# 1
The following is a quantum chemistry calculation of C8H5ClNO4Ti as an isolated structure, from the OMol25 dataset.

2S+1: 2
LUMO energy (alpha / beta), eV: -0.89 / -1.07
Net charge: 0
Highest occupied orbital energy (alpha / beta), eV: -7.99 / -10.38
Gap between HOMO and LUMO (alpha / beta), eV: 7.1 / 9.3

The geometry in XYZ format:
```
20
Properties=species:S:1:pos:R:3:mulliken_charge:R:1
Ti -0.582 0.860 1.670 1.03
O 2.228 -1.951 1.821 -0.61
C 1.413 -1.110 1.494 0.70
O 0.815 -0.275 2.308 -0.70
C 0.898 -1.027 0.090 0.45
C 1.237 -1.875 -0.985 -0.72
C 0.452 -1.810 -2.123 -0.09
C -0.640 -0.879 -2.165 -0.52
C -0.944 -0.110 -1.076 0.16
N -0.119 -0.162 0.032 -0.22
C -2.102 0.754 -0.702 0.52
O -2.901 1.161 -1.547 -0.58
O -2.134 1.013 0.614 -0.69
H 1.990 -2.638 -0.851 0.47
H 0.711 -2.500 -2.915 0.43
H -1.332 -0.904 -3.040 0.41
Cl -0.564 2.772 3.153 -0.19
C 0.311 2.621 1.528 -0.47
H 1.363 2.682 1.795 0.30
H -0.101 3.382 0.897 0.33
```

---

# 2
The following is a quantum chemistry calculation of one molecule with the formula C8H5NO3, from the OMol25 dataset.

LUMO energy, eV: -0.79
Structure (SMILES): O=c1cc(O)c2ccncc2o1
Net charge: 0
Highest occupied orbital energy, eV: -9.57
Gap between HOMO and LUMO, eV: 8.8

The geometry in XYZ format:
```
17
Properties=species:S:1:pos:R:3:mulliken_charge:R:1
O 0.211 -0.230 3.694 -0.61
C 0.083 -0.245 2.450 0.41
C 0.221 -1.497 1.732 -0.47
C 0.047 -1.508 0.378 0.56
O 0.119 -2.724 -0.271 -0.58
C -0.055 -0.166 -0.311 1.20
C -0.099 -0.064 -1.747 -0.79
C 0.159 1.227 -2.223 -0.34
N 0.092 2.404 -1.595 -0.54
C -0.006 2.199 -0.203 -0.12
C 0.023 0.998 0.439 0.10
O -0.035 0.984 1.791 -0.34
H 0.202 -2.331 2.396 0.43
H -0.529 -2.676 -1.182 0.37
H -0.202 -0.851 -2.525 0.13
H 0.036 1.391 -3.357 0.29
H -0.265 3.090 0.535 0.30
```

---

# 3
The following is a quantum chemistry calculation of C8H5O2PSYb as an isolated structure, from the OMol25 dataset.

LUMO energy, eV: -9.85
Net charge: +2
Highest occupied orbital energy, eV: -14.14
Gap between HOMO and LUMO, eV: 4.3

The geometry in XYZ format:
```
18
Properties=species:S:1:pos:R:3:mulliken_charge:R:1
C -0.148 1.889 2.520 0.01
C 0.103 1.262 1.526 -1.12
C 0.200 0.304 0.477 0.80
C -0.791 0.017 -0.402 0.36
P -2.354 0.939 -0.480 0.21
S -1.911 2.748 -1.003 -0.25
C -0.543 -1.104 -1.375 0.01
O -1.409 -1.888 -1.652 -0.41
C 0.865 -1.229 -1.851 -0.37
C 1.831 -0.925 -0.980 -0.58
C 1.435 -0.456 0.336 0.57
O 2.161 -0.662 1.355 -0.55
H -0.394 2.567 3.308 0.46
H -2.950 0.762 0.775 0.15
H -3.085 0.210 -1.419 0.15
H 1.052 -1.562 -2.864 0.47
H 2.882 -0.983 -1.232 0.44
Yb 3.056 -1.890 2.961 1.64
```

---

# 4
The following is a quantum chemistry calculation of C8H6BaO6 as an isolated structure, from the OMol25 dataset.

LUMO energy, eV: -9.61
Net charge: +2
Highest occupied orbital energy, eV: -18.54
Gap between HOMO and LUMO, eV: 8.9

The geometry in XYZ format:
```
21
Properties=species:S:1:pos:R:3:mulliken_charge:R:1
O -3.331 3.606 -2.583 0.05
C -2.655 2.874 -2.059 -0.01
Ba -1.059 1.147 -0.822 2.72
O -1.987 1.983 2.345 -0.08
C -1.682 1.710 1.268 -0.07
C -0.157 0.282 -2.694 -0.07
O 0.317 -0.174 -3.641 -0.08
C 0.698 2.540 -0.647 -0.07
O 1.613 3.238 -0.547 -0.08
C -2.539 -0.547 -0.781 -0.07
O -3.283 -1.430 -0.749 -0.08
C 2.462 -0.741 1.163 -1.05
C 1.138 -1.233 0.883 0.66
C 0.541 -2.512 1.167 -1.05
O 0.332 -0.359 0.257 -0.79
H 2.995 -1.535 1.661 0.40
H 2.430 0.146 1.813 0.32
H 2.990 -0.465 0.239 0.32
H -0.338 -2.407 1.818 0.32
H 0.221 -3.017 0.244 0.32
H 1.290 -3.107 1.664 0.40
```

---

# 5
The following is a quantum chemistry calculation of C8H6Br2Cl3NO2Y as an isolated structure, from the OMol25 dataset.

LUMO energy, eV: -4.12
Net charge: +1
Highest occupied orbital energy, eV: -13.67
Gap between HOMO and LUMO, eV: 9.5

The geometry in XYZ format:
```
23
Properties=species:S:1:pos:R:3:mulliken_charge:R:1
Y 0.423 0.273 0.218 1.19
C -3.506 3.902 -2.527 -1.34
C -3.066 2.505 -2.205 0.48
C -3.797 1.385 -2.593 -0.22
C -3.365 0.106 -2.271 -0.66
C -2.194 0.005 -1.563 0.58
Br -1.464 -1.686 -1.055 -0.16
N -1.465 1.047 -1.171 -0.15
C -1.901 2.275 -1.488 -0.35
H -4.395 3.897 -3.153 0.37
H -2.721 4.444 -3.055 0.36
H -3.736 4.455 -1.616 0.33
H -4.715 1.511 -3.152 0.39
H -3.921 -0.774 -2.561 0.41
H -1.290 3.103 -1.148 0.42
Br -0.365 0.496 2.654 -0.39
Cl 4.246 -2.410 -1.620 -0.09
C 4.254 -0.829 -0.849 0.69
Cl 5.019 0.356 -1.894 -0.09
Cl 5.068 -0.897 0.724 -0.09
C 2.817 -0.407 -0.508 0.72
O 1.984 -1.288 -0.142 -0.63
O 2.491 0.816 -0.548 -0.75
```

---

# 6
The following is a quantum chemistry calculation of a 2-piece molecular cluster, C8H6F2NO2 overall, from the OMol25 dataset.

LUMO energy, eV: 3.51
Net charge: -1
Highest occupied orbital energy, eV: -3.00
Gap between HOMO and LUMO, eV: 6.5

The geometry in XYZ format:
```
19
Properties=species:S:1:pos:R:3:mulliken_charge:R:1
C 0.515 0.261 1.692 -0.32
C -0.798 0.219 1.293 -0.48
C 1.545 0.012 0.808 -0.40
C -1.116 -0.044 -0.054 -0.41
C 1.258 -0.324 -0.514 -0.26
C -0.037 -0.338 -0.939 0.32
C -1.015 0.142 -5.476 0.75
C 0.243 -0.516 -3.438 -0.27
N -0.528 -0.625 -2.282 -0.31
O -1.413 1.150 -5.023 -0.40
O -0.707 -0.726 -6.188 -0.40
F 1.266 -1.557 -3.365 -0.34
F 1.044 0.643 -3.343 -0.32
H 0.692 0.541 2.827 0.17
H -1.677 0.199 1.904 0.34
H 2.555 0.277 1.028 0.36
H -2.027 -0.092 -0.636 0.30
H 2.027 -0.756 -1.172 0.36
H -1.433 -0.167 -2.558 0.31
```

---

# 7
The following is a quantum chemistry calculation of one molecule with the formula C8H6F4O, from the OMol25 dataset.

LUMO energy, eV: -0.54
Structure (SMILES): O=C/C=C/C=C\C=C(/F)C(F)(F)F
Net charge: 0
Highest occupied orbital energy, eV: -9.37
Gap between HOMO and LUMO, eV: 8.8

The geometry in XYZ format:
```
19
Properties=species:S:1:pos:R:3:mulliken_charge:R:1
O 1.593 1.059 -2.561 -0.52
C 0.510 1.177 -2.048 0.07
C -0.150 0.064 -1.370 -0.25
C 0.382 -1.210 -1.328 -0.38
C 0.253 -2.208 -0.304 -0.62
C 0.384 -1.857 0.974 -0.63
C 0.300 -0.551 1.458 -0.09
C -0.590 0.346 0.957 0.24
F -1.897 -0.039 0.673 -0.31
C -0.620 1.763 1.335 0.74
F 0.615 2.209 1.197 -0.23
F -1.375 2.423 0.439 -0.25
F -1.155 2.035 2.569 -0.25
H -0.141 2.089 -1.820 0.23
H -1.209 0.185 -1.395 0.45
H 1.099 -1.396 -1.988 0.53
H 0.342 -3.191 -0.568 0.52
H 0.587 -2.683 1.564 0.42
H 1.072 -0.215 2.217 0.32
```

---

# 8
The following is a quantum chemistry calculation of a 2-piece molecular cluster, C8H6F5NS overall, from the OMol25 dataset.

LUMO energy, eV: 0.39
Structure (SMILES): Nc1c(F)c(F)c(F)c(F)c1F.C1CS1
Net charge: 0
Highest occupied orbital energy, eV: -8.70
Gap between HOMO and LUMO, eV: 9.1

The geometry in XYZ format:
```
21
Properties=species:S:1:pos:R:3:mulliken_charge:R:1
N 0.191 1.796 -1.898 -0.43
C -0.559 0.839 -1.257 0.03
C -1.288 0.998 -0.113 0.45
F -1.129 2.239 0.507 -0.36
C -1.971 -0.003 0.557 0.24
F -2.632 0.257 1.687 -0.32
C -1.943 -1.277 0.017 0.40
F -2.703 -2.297 0.507 -0.31
C -1.377 -1.468 -1.220 0.25
F -1.412 -2.650 -1.861 -0.30
C -0.797 -0.433 -1.897 0.29
F -0.147 -0.672 -3.049 -0.33
H 0.648 1.530 -2.732 0.18
H 0.276 2.644 -1.430 0.21
C 1.896 0.011 2.384 -0.42
C 2.323 -0.612 1.122 -0.54
S 2.060 1.180 0.955 -0.13
H 0.998 -0.089 2.909 0.29
H 2.639 0.258 3.098 0.27
H 3.266 -1.020 1.014 0.33
H 1.663 -1.230 0.700 0.22
```

---

# 9
The following is a quantum chemistry calculation of an isolated ion of composition C8H6F5OS and charge +1, from the OMol25 dataset.

LUMO energy, eV: -4.65
Net charge: +1
Highest occupied orbital energy, eV: -13.64
Gap between HOMO and LUMO, eV: 9.0

The geometry in XYZ format:
```
21
Properties=species:S:1:pos:R:3:mulliken_charge:R:1
C -2.983 -0.579 -0.203 0.35
C -1.980 -1.481 -0.084 0.09
C -2.822 0.843 -0.087 0.45
C -0.602 -1.120 -0.166 0.73
C -1.579 1.385 -0.004 -0.03
C -0.221 0.185 -0.018 -0.31
C 2.095 -0.055 1.496 -1.11
C 2.327 0.049 -1.412 -0.95
O 1.583 2.149 -0.120 -0.59
F -4.245 -0.970 -0.123 -0.23
F -2.273 -2.796 -0.059 -0.25
F -3.887 1.608 -0.113 -0.24
F 0.329 -2.118 -0.273 -0.25
F -1.265 2.658 0.204 -0.21
S 1.442 0.714 0.035 1.14
H 2.991 -0.484 1.374 0.45
H 1.496 -0.793 2.049 0.39
H 2.299 0.759 2.348 0.38
H 1.710 0.364 -2.349 0.35
H 2.382 -1.076 -1.257 0.39
H 3.204 0.757 -1.239 0.44
```

---

# 10
The following is a quantum chemistry calculation of a 2-piece molecular cluster, C8H6FNO2 overall, from the OMol25 dataset.

LUMO energy (alpha / beta), eV: -1.13 / -1.13
Net charge: 0
Highest occupied orbital energy (alpha / beta), eV: -8.61 / -8.61
Gap between HOMO and LUMO (alpha / beta), eV: 7.5 / 7.5

The geometry in XYZ format:
```
18
Properties=species:S:1:pos:R:3:mulliken_charge:R:1
C 1.852 0.564 -0.148 -0.39
C 1.608 -0.818 -0.393 -0.45
C 0.797 1.453 0.041 -0.35
C 0.296 -1.282 -0.637 -0.07
C -0.485 0.987 -0.219 0.35
C -0.743 -0.404 -0.435 -0.01
C -1.738 1.716 -0.261 0.04
C -2.234 -0.436 -0.524 0.42
N -2.768 0.775 -0.410 0.09
O -1.900 2.924 -0.234 -0.57
O -2.058 -1.452 1.485 -0.76
F -2.950 -1.375 -1.038 -0.24
H 2.883 0.735 -0.094 0.42
H 2.448 -1.400 -0.710 0.39
H 1.025 2.548 0.363 0.31
H 0.061 -2.390 -0.574 0.34
H -3.694 0.975 -0.221 0.23
H -1.283 -2.036 1.466 0.25
```